1.
A structure of composition C26H50ClN3P2ReSi2, computed with ωB97M-V/def2-TZVPD.

Output
⟨S²⟩ ... 3.767
Charge ... 0
2S+1 ... 4
Frontier orbital gap (alpha / beta) ... 5.89 / 4.68 eV
ΔE to the lowest compared entry with this formula, charge and spin ... 38.1 kcal/mol

Last column: Mulliken charge in e.
CARTESIAN COORDINATES (ANGSTROEM)
Re1 0.145 0.233 -0.367  1.0694
C1 0.582 2.114 -1.064  -2.4371
C2 1.784 1.276 -1.135  0.0229
C3 1.472 0.169 -2.009  -0.0168
Si1 3.277 1.747 -0.075  0.1465
C4 0.200 0.286 -2.472  -0.2873
C5 -0.411 1.484 -1.938  0.2118
Si2 -2.128 2.253 -2.064  0.1048
H1 0.472 2.973 -0.540  1.3139
H2 2.217 -0.568 -2.330  0.9696
H3 -0.279 -0.343 -3.233  0.8994
Cl1 -0.964 -4.079 1.909  -0.6303
C6 -2.181 4.056 -1.525  -1.1627
C7 -2.825 2.107 -3.796  -1.1242
C8 3.245 3.532 0.506  -1.1528
C9 4.884 1.416 -0.970  -1.1224
H4 -2.076 2.447 -4.524  0.4084
H5 -3.703 2.763 -3.880  0.3553
H6 -3.129 1.088 -4.060  0.3111
H7 -1.691 4.218 -0.561  0.2770
H8 -3.223 4.381 -1.432  0.3662
H9 -1.697 4.694 -2.271  0.3605
H10 4.839 1.840 -1.985  0.4093
H11 5.134 0.349 -1.053  0.3014
H12 5.704 1.918 -0.431  0.3520
H13 3.463 4.214 -0.326  0.3525
H14 4.014 3.687 1.275  0.3630
H15 2.278 3.818 0.939  0.2603
C10 -3.147 1.253 -0.820  -1.1223
C11 3.095 0.644 1.455  -1.2677
P1 -2.395 -0.380 -0.536  -1.1197
H16 -4.176 1.151 -1.193  0.8636
H17 -3.172 1.795 0.137  0.4605
P2 2.095 -0.821 1.062  -0.7833
H18 2.580 1.214 2.245  0.4729
H19 4.091 0.356 1.827  0.8214
C12 1.866 -1.662 2.702  1.0206
C13 3.280 -1.826 -0.041  2.0640
C14 -2.761 -1.274 -2.177  1.9099
C15 -3.443 -1.126 0.801  1.0645
C16 -2.908 -0.818 2.212  -0.9401
H20 -3.325 -2.211 0.644  0.5824
C17 -4.912 -0.717 0.716  -1.8007
H21 -5.015 0.368 0.830  0.3246
H22 -5.442 -1.200 1.544  0.5379
H23 -5.391 -1.022 -0.216  0.3011
H24 -2.363 -1.689 2.588  0.0818
H25 -3.750 -0.615 2.886  0.5074
H26 -2.244 0.056 2.234  0.0813
H27 -2.424 -0.537 -2.925  -0.4354
C18 -4.251 -1.532 -2.403  -1.9878
C19 -1.975 -2.566 -2.399  -1.5360
H28 -4.862 -0.625 -2.332  0.3222
H29 -4.632 -2.285 -1.702  0.4211
H30 -4.377 -1.933 -3.419  0.4831
H31 -0.889 -2.438 -2.317  0.0254
H32 -2.170 -2.925 -3.424  0.4712
H33 -2.295 -3.350 -1.700  0.4561
H34 3.603 -1.074 -0.781  -0.4409
C20 2.628 -2.986 -0.799  -1.5880
C21 4.523 -2.327 0.687  -2.0288
H35 5.042 -1.544 1.253  0.3359
H36 5.229 -2.710 -0.064  0.4719
H37 4.274 -3.160 1.357  0.4420
H38 1.783 -2.679 -1.425  0.0510
H39 2.295 -3.770 -0.107  0.4648
H40 3.376 -3.427 -1.477  0.4642
C22 0.719 -1.048 3.513  -0.9889
C23 3.125 -1.671 3.555  -1.7243
H41 1.558 -2.676 2.427  0.5208
H42 3.459 -0.642 3.761  0.3201
H43 3.957 -2.225 3.106  0.2772
H44 2.886 -2.147 4.516  0.5155
H45 0.178 -0.239 2.997  -0.0005
H46 1.098 -0.627 4.461  0.4672
H47 -0.016 -1.838 3.740  0.2251
C24 -0.306 -1.730 0.352  -1.9167
H48 -0.530 -1.222 1.312  0.3106
H49 0.612 -2.401 0.339  0.2465
H50 -1.178 -2.218 -0.175  0.5145
N1 -0.415 1.209 1.303  0.1847
C25 -0.470 2.330 1.748  0.7011
N2 -0.723 3.226 2.607  -0.8270
C26 -0.485 4.535 2.474  0.3614
N3 -0.315 5.701 2.449  -0.5615

***

2.
A cluster of 3 separate species, C15H33O8PS3 in total, computed with ωB97M-V/def2-TZVPD.

Output
Charge ... 0
Frontier orbital gap ... 6.52 eV

Last column: Mulliken charge in e.
CARTESIAN COORDINATES (ANGSTROEM)
C1 -0.280 6.580 4.541  -0.4251
C2 -1.401 6.765 3.633  -0.6274
C3 -1.792 5.534 2.714  0.7517
O1 -1.452 4.417 3.136  -0.4711
O2 -2.444 5.789 1.505  -0.3654
C4 -3.279 4.680 1.083  -0.7107
C5 -2.498 3.479 0.389  -0.0428
C6 -1.162 3.889 -0.361  -0.3902
C7 -0.170 2.686 -0.705  -0.5518
C8 -0.858 1.302 -1.057  -0.6121
C9 -1.322 0.398 0.175  -0.3161
P1 -0.309 0.523 1.755  0.0173
S1 1.793 0.336 1.403  -0.2954
H1 -0.495 6.246 5.602  0.2365
H2 0.802 6.705 4.230  0.2575
H3 -1.986 7.743 3.614  0.3365
H4 -3.801 4.287 2.020  0.3418
H5 -4.085 5.098 0.393  0.3465
H6 -3.225 2.934 -0.307  0.4851
H7 -2.274 2.724 1.218  -0.1727
H8 -0.570 4.614 0.300  0.0798
H9 -1.418 4.486 -1.305  0.3241
H10 0.396 3.009 -1.649  0.2775
H11 0.611 2.646 0.112  0.2900
H12 -1.748 1.450 -1.765  0.2847
H13 -0.103 0.697 -1.667  0.3329
H14 -1.283 -0.701 -0.146  0.1341
H15 -2.413 0.625 0.390  0.3112
H16 -0.504 1.888 2.209  0.0541
H17 2.365 0.737 2.602  0.1451
O3 3.318 -2.821 -2.807  -0.6141
S2 4.722 -2.592 -3.026  1.2215
O4 5.698 -3.629 -2.829  -0.6118
O5 5.176 -1.285 -2.193  -0.2861
C10 4.890 -1.238 -0.794  -0.2163
C11 5.872 -2.075 0.005  -1.0405
C12 4.944 -1.908 -4.643  -0.9343
H18 3.859 -1.544 -0.599  0.2641
H19 4.980 -0.193 -0.489  0.2565
H20 5.742 -3.139 -0.204  0.2978
H21 5.726 -1.920 1.076  0.3790
H22 6.901 -1.818 -0.256  0.2721
H23 4.246 -1.083 -4.775  0.3074
H24 4.739 -2.694 -5.369  0.3686
H25 5.973 -1.568 -4.743  0.3220
O6 -2.488 -5.142 1.900  -0.6583
S3 -2.338 -4.255 0.778  1.2254
O7 -3.187 -3.108 0.601  -0.5821
O8 -2.351 -5.125 -0.583  -0.2526
C13 -3.446 -6.015 -0.811  -0.3727
C14 -4.680 -5.272 -1.287  -0.9683
C15 -0.652 -3.729 0.685  -0.9277
H26 -3.659 -6.603 0.086  0.3312
H27 -3.126 -6.714 -1.586  0.2700
H28 -5.084 -4.635 -0.498  0.2903
H29 -5.460 -5.975 -1.587  0.3792
H30 -4.440 -4.625 -2.134  0.2596
H31 -0.005 -4.601 0.759  0.3688
H32 -0.466 -3.051 1.519  0.3313
H33 -0.497 -3.208 -0.259  0.2946

***

3.
A structure of composition C23H32N4O3, computed with ωB97M-V/def2-TZVPD.

Output
Charge ... 0
Frontier orbital gap ... 7.75 eV
ΔE to the lowest compared entry with this formula, charge and spin ... 528.4 kcal/mol

Last column: Mulliken charge in e.
CARTESIAN COORDINATES (ANGSTROEM)
C1 -2.126 -4.146 -0.771  -1.1270
H1 -1.840 -4.722 0.059  0.4470
O1 -1.676 -2.699 -0.734  -0.3481
C2 -0.488 -2.495 -0.410  0.7608
C3 0.489 -3.590 -0.405  -1.2870
C4 1.708 -3.144 0.100  -0.6651
C5 2.001 -1.851 0.422  -0.3406
C6 1.068 -0.749 0.011  0.5541
C7 -0.276 -1.078 -0.281  0.2535
O2 -0.996 -0.066 -0.320  -0.3150
C8 -2.511 0.087 -0.347  -0.1424
C9 -3.067 1.374 -0.841  -0.5596
C10 -4.466 1.103 -0.852  -0.6013
N1 -4.952 1.019 0.616  0.1338
C11 -4.585 -0.436 0.785  -1.4408
C12 -3.123 -0.536 1.110  -0.6094
H2 -2.713 -1.678 1.307  0.2043
H3 -2.723 0.135 1.825  0.4044
H4 -4.894 -0.573 1.823  0.5758
H5 -4.965 -1.111 0.290  0.7193
C13 -6.419 1.231 0.756  0.4600
C14 -6.688 2.844 1.117  -1.9567
H6 -5.789 3.290 1.632  0.3066
H7 -6.614 3.277 0.160  0.4897
H8 -7.533 3.131 1.180  0.8020
C15 -7.285 0.661 -0.166  -1.2379
H9 -8.374 0.641 0.179  0.4242
H10 -7.207 1.251 -1.170  0.2153
H11 -7.308 -0.473 -0.133  0.2997
H12 -6.546 0.762 1.904  0.2698
H13 -4.832 2.395 -1.042  0.2109
H14 -4.877 0.556 -1.640  0.4199
H15 -2.562 2.034 0.016  0.1964
H16 -2.603 1.433 -1.743  0.4834
H17 -2.791 -0.897 -1.130  0.0646
H18 1.332 0.489 0.276  -0.3321
C16 3.537 -1.355 0.353  0.7334
O3 4.444 -1.993 0.365  -0.4913
N2 3.663 -0.219 1.316  -0.2187
H19 2.757 0.403 1.661  0.3359
C17 5.048 0.316 1.597  -0.1868
C18 4.747 1.495 2.791  -1.2333
H20 4.400 0.923 3.489  0.5382
H21 5.824 1.684 2.789  0.3161
H22 4.130 2.301 2.178  0.2499
H23 5.857 -0.449 1.668  0.3788
C19 5.466 0.930 0.132  -1.6738
C20 4.327 1.504 -0.546  0.9382
N3 3.682 2.831 -0.147  -0.4582
C21 2.434 3.300 -0.560  -0.0300
C22 2.021 2.693 -1.777  -0.6537
N4 2.553 1.608 -2.333  -0.5014
C23 3.803 1.131 -1.815  -0.3741
H24 4.100 0.099 -2.073  0.3732
H25 1.217 2.964 -2.077  0.7489
H26 2.189 4.214 0.063  0.4067
H27 6.114 1.740 0.215  0.6548
H28 5.721 0.275 -0.503  0.5704
H29 2.564 -3.709 0.145  0.6089
H30 0.385 -4.468 -0.112  0.5281
H31 -3.181 -4.224 -1.160  0.2982
H32 -1.589 -4.619 -1.596  0.4093

***

4.
A structure of composition C63H44BrCl2LaN6O, computed with ωB97M-V/def2-TZVPD.

Output
Charge ... 0
Frontier orbital gap (alpha / beta) ... 5.34 / 5.34 eV
ΔE to the lowest compared entry with this formula, charge and spin ... 32.5 kcal/mol

Last column: Mulliken charge in e.
CARTESIAN COORDINATES (ANGSTROEM)
La1 0.257 0.378 -0.364  1.3590
C1 -5.942 -4.683 -0.744  -0.3049
C2 -4.561 -4.998 -0.626  -0.8503
C3 -3.674 -3.959 -0.443  0.0357
C4 -4.127 -2.621 -0.484  -0.6558
C5 -5.501 -2.367 -0.641  0.3146
C6 -6.452 -3.421 -0.741  -1.0337
C7 -3.122 -1.582 -0.254  1.4208
C8 -2.862 -0.748 -1.304  -0.6711
C9 -3.511 -0.717 -2.612  -1.5768
C10 -3.273 0.472 -3.161  -1.3488
C11 -2.342 1.197 -2.274  1.2674
N1 -2.047 0.424 -1.210  -0.3143
C12 -1.831 2.507 -2.566  0.6016
C13 -0.991 3.189 -1.760  0.8050
C14 -1.035 4.705 -1.701  -1.2765
C15 -0.475 5.080 -0.541  -1.5768
C16 0.037 3.871 0.110  0.5645
C17 0.663 3.906 1.327  0.8811
C18 0.994 5.247 1.779  -0.3787
C19 1.933 6.042 1.134  0.2386
C20 2.221 7.363 1.596  -0.8996
C21 1.496 7.798 2.662  -0.4062
C22 0.644 6.955 3.400  -0.9161
C23 0.344 5.736 2.910  0.1556
C24 1.026 2.740 2.091  -0.5185
N2 0.688 1.429 1.805  0.1911
C25 1.073 0.671 2.876  0.0905
C26 0.748 -0.754 2.596  0.9083
C27 2.848 -0.984 0.935  -0.0030
C28 3.565 0.105 1.373  0.2920
C29 4.727 0.528 0.754  -0.8789
C30 5.180 -0.069 -0.412  -0.8363
C31 4.526 -1.228 -0.771  -0.2995
C32 3.386 -1.744 -0.109  0.2401
C33 -0.731 -1.023 2.350  -0.0368
C34 -1.738 -1.501 3.166  -1.2062
C35 -2.796 -1.885 2.297  -1.1994
C36 -2.410 -1.490 1.005  -0.3834
N3 -1.161 -1.050 1.027  0.1813
C37 1.771 1.471 3.745  -0.6434
C38 1.776 2.750 3.291  -1.2806
N4 -0.304 2.763 -0.618  0.8133
C39 -2.512 3.151 -3.693  -0.4747
C40 -3.867 3.539 -3.597  -0.1747
C41 -4.400 4.329 -4.598  -0.7645
C42 -3.701 4.788 -5.712  -0.4555
C43 -2.407 4.388 -5.842  -0.6408
C44 -1.795 3.528 -4.838  -0.0968
H1 -6.661 -5.494 -0.850  0.3275
H2 -4.168 -6.003 -0.569  0.4159
H3 -2.620 -4.109 -0.220  0.2962
H4 -5.836 -1.333 -0.771  0.4221
H5 -7.462 -3.135 -0.899  0.4569
H6 -4.090 -1.514 -2.962  0.9448
H7 -3.574 0.852 -4.105  0.7261
H8 -1.644 5.310 -2.319  0.4974
H9 -0.491 6.115 -0.181  0.4102
H10 2.534 5.636 0.323  0.4126
H11 2.943 7.978 1.110  0.4302
H12 1.655 8.798 3.052  0.3570
H13 0.151 7.306 4.273  0.4130
H14 -0.389 5.065 3.409  0.3933
H15 3.094 0.696 2.208  0.0436
H16 5.292 1.391 1.144  0.4409
H17 6.100 0.173 -0.918  0.4722
H18 4.787 -1.855 -1.666  0.2171
H19 2.914 -2.704 -0.406  0.0359
H20 -1.693 -1.628 4.274  0.4986
H21 -3.745 -2.322 2.568  0.6279
H22 2.271 1.303 4.658  0.7195
H23 2.123 3.635 3.857  0.4800
H24 -4.496 3.240 -2.782  0.5551
H25 -5.417 4.799 -4.491  0.2412
H26 -4.134 5.382 -6.487  0.4312
H27 -1.879 4.761 -6.716  0.3649
H28 -0.721 3.441 -4.927  0.4573
O1 0.473 -1.016 -7.143  -0.5490
C45 0.398 -0.881 -5.829  0.8967
C46 -0.688 -1.236 -5.038  -1.1927
C47 -0.533 -1.007 -3.669  -0.8292
N5 0.538 -0.384 -3.177  0.2048
C48 1.508 0.026 -3.977  -0.1992
Br1 2.866 0.938 -2.986  -0.1125
C49 1.552 -0.250 -5.293  -0.5341
H29 -0.197 -1.611 -7.458  0.3145
H30 -1.554 -1.746 -5.437  0.4489
H31 -1.286 -1.258 -2.963  0.9836
H32 2.396 -0.110 -5.969  0.5008
Cl1 2.463 -4.242 -4.679  -0.1652
C50 2.463 -4.993 -3.032  -0.4241
Cl2 1.266 -4.144 -2.033  -0.0063
H33 3.392 -4.668 -2.646  0.2337
H34 2.244 -6.062 -3.088  0.3710
N6 1.576 -1.446 1.479  0.2995
C51 1.540 -2.050 2.950  0.8843
C52 2.816 -2.020 3.774  -0.3507
C53 2.774 -1.391 4.998  0.7855
C54 3.971 -1.282 5.727  -1.6003
C55 5.082 -1.944 5.251  -0.5949
C56 5.081 -2.586 4.039  -1.0861
C57 3.958 -2.692 3.317  -0.2946
C58 0.761 -3.335 3.153  0.4652
C59 0.711 -3.930 4.375  -0.6896
C60 -0.017 -5.142 4.495  -0.6719
C61 -0.754 -5.753 3.464  -0.9559
C62 -0.666 -5.072 2.243  -0.6529
C63 0.070 -3.862 2.092  -0.1827
H35 1.826 -0.904 5.372  0.6005
H36 3.999 -0.855 6.685  0.5097
H37 5.993 -1.921 5.849  0.3864
H38 5.945 -3.137 3.747  0.4654
H39 3.991 -3.188 2.412  0.6548
H40 1.209 -3.566 5.263  0.4910
H41 0.073 -5.693 5.439  0.3393
H42 -1.268 -6.696 3.537  0.4496
H43 -1.214 -5.519 1.412  0.3247
H44 0.062 -3.385 1.125  0.1357